Formula: C26H35N4O4
Source: OMol25
Level of theory: ωB97M-V/def2-TZVPD

Geometry as ORCA input:
```
! wB97M-V def2-TZVPD RIJCOSX def2/J DEFGRID3
* xyz 1 1
H 3.997 3.402 -2.644
H 5.199 -2.552 1.466
C 0.026 1.242 2.641
H 3.617 -4.226 0.656
N -3.048 2.440 -0.017
O -1.643 -1.255 0.379
H -6.123 -2.660 -0.609
C -4.041 -2.221 -0.398
H 6.207 2.343 -3.036
H -1.575 2.515 -1.484
H -5.134 -4.061 -0.172
H -3.694 3.338 -1.752
C 4.276 2.502 -2.119
C -4.124 2.748 -0.939
C 4.665 -1.694 1.055
H 6.795 0.291 -1.834
H -3.797 1.029 -3.057
H -2.595 1.109 3.040
O 2.356 2.239 1.403
C 5.836 0.755 -1.659
C 1.635 -3.758 0.022
N 2.768 0.248 0.389
H 1.794 0.195 3.197
C -3.425 1.622 1.116
H -5.345 0.964 -0.715
H 0.383 2.271 2.752
H 6.495 -0.903 0.274
N -0.606 -3.051 -0.594
H -5.095 -3.432 -1.822
C 3.400 1.928 -1.222
H -0.806 -3.964 -0.979
H 0.466 -0.640 -0.536
C 5.486 -1.105 -0.094
C -1.836 1.914 -0.611
H 0.866 -0.624 1.942
O -4.056 0.638 -2.215
H -2.190 2.751 2.477
H -0.582 3.062 0.721
H 5.578 -1.865 -0.878
H -1.945 0.864 -0.925
H 0.224 1.663 -0.011
C -1.684 -2.310 -0.238
C -5.172 -3.157 -0.774
O -2.800 -2.900 -0.641
C 3.741 0.774 -0.521
H 2.440 2.388 -1.048
H -4.844 3.377 -0.409
C 1.139 -1.425 -0.234
H 4.559 -0.946 1.845
C 4.974 0.160 -0.738
H -4.356 2.002 1.537
C -0.712 2.022 0.414
C -2.327 1.712 2.171
H -4.089 -1.948 0.662
C 2.159 1.046 1.300
C 3.314 -2.112 0.570
H -4.062 -1.313 -1.011
H -0.409 0.910 3.585
C -4.887 1.543 -1.520
H -1.201 0.245 1.281
H -5.688 1.916 -2.168
H 1.332 -4.791 -0.044
C 2.410 -1.115 0.227
N -1.046 1.221 1.614
C 1.208 0.349 2.288
C 2.920 -3.436 0.420
H -3.563 0.564 0.841
C 5.508 1.909 -2.339
C 0.726 -2.748 -0.277
*
```

SMILES = CCOC(=O)Nc1ccc2c(c1)N(C(=O)CC[NH+]1CCN(CCO)CC1)c1ccccc1CC2
orbital gap = 9.28 eV
highest occupied orbital energy = -0.410 Eh
LUMO energy = -1.87 eV

=====

Formula: C5H8O2
Source: OMol25
Level of theory: ωB97M-V/def2-TZVPD

Geometry as ORCA input:
```
! wB97M-V def2-TZVPD RIJCOSX def2/J DEFGRID3
* xyz 0 1
H 0.965 0.535 1.478
C -0.994 1.046 -0.441
O -0.300 2.157 -0.067
H 1.903 -0.902 2.022
C 1.304 -0.975 -0.065
H -0.110 2.684 -0.855
C 1.130 -0.538 1.337
H -0.137 -2.380 1.951
H -1.179 1.363 -2.536
C -1.374 0.727 -1.675
H -1.898 -0.207 -1.841
H 1.568 -0.515 -1.012
C -0.040 -1.515 1.291
O 0.349 -1.877 -0.003
H -1.186 0.397 0.415
*
```

orbital gap (alpha / beta) = 8.73 / 7.96 eV
highest occupied orbital energy (alpha / beta) = -0.293 / -0.277 Eh
LUMO energy (alpha / beta) = 0.75 / 0.42 eV

=====

Looking at relative energy (zero: lowest compared OMol25 entry of this formula, charge and spin) for the records above, in order, we have 0.0, 126.0 kcal per mole.
Looking at E_tot for the records above, in order, we have -41676.726, -9404.368 eV.